# 1
This record from OMol25 describes a single C9H11F2N3O molecule in a non-equilibrium geometry. The level of theory is ωB97M-V/def2-TZVPD.

The geometry in ORCA input format:
```
! RIJCOSX wB97M-V def2-TZVPD def2/J DEFGRID3
* xyz 0 1
O 3.4907 1.7227 0.3818
C 2.8141 0.7804 0.1084
C 1.2006 0.8531 0.1098
C 0.7527 -0.5945 0.2043
C -0.6924 -0.6808 -0.3748
C -1.5325 -1.9770 0.0687
F -2.7441 -2.0341 -0.4968
F -1.7277 -1.8935 1.3725
N -1.3790 0.5041 -0.0945
C -1.6242 1.1552 1.0839
C -2.3965 2.2294 0.7784
N -2.5026 2.3815 -0.5538
C -1.9075 1.3076 -1.0739
C 1.9093 -1.3335 -0.5203
N 3.0878 -0.4955 -0.1913
H 0.8492 1.3707 0.9970
H 0.8222 1.4437 -0.8355
H 0.7680 -1.0139 1.2879
H -0.6257 -0.7419 -1.4841
H -1.0249 -2.9668 -0.1581
H -1.1479 0.5527 1.8794
H -2.7027 2.9256 1.5308
H -1.5904 1.1089 -2.1022
H 2.0056 -2.3390 0.0135
H 1.8289 -1.4797 -1.6225
H 4.0690 -0.7852 -0.3088
*
```

Calculated values
SMILES: O=C1C[C@@H]([C@@H](C(F)F)n2ccnc2)CN1
Energy relative to the best compared isomer or geometry (same formula, charge and spin), kcal/mol: 0.0
Kohn-Sham gap, eV: 9.4
Highest occupied orbital energy, Ha: -0.3303
Calculated total energy, hartree: -788.76844

---

# 2
This record from OMol25 describes 2 unconnected molecules or ions with the total composition C9H11F3N2 in a non-equilibrium geometry. The level of theory is ωB97M-V/def2-TZVPD.

The geometry in ORCA input format:
```
! RIJCOSX wB97M-V def2-TZVPD def2/J DEFGRID3
* xyz 0 3
C 1.1529 2.4545 0.8563
C 2.5228 2.2964 0.8710
C 1.7683 0.7978 -0.6324
C 0.6773 1.4495 -0.0521
C -0.2921 -2.1020 -1.0634
C -1.2841 -0.9293 -1.3132
C -0.2946 -2.3979 0.3627
C -1.1372 -0.1879 0.1028
C -2.3386 0.8095 0.4463
N 2.8754 1.4385 -0.1357
N -0.8186 -1.1574 1.0016
F -2.3115 1.8926 -0.3188
F -3.5532 0.2122 0.2704
F -2.2694 1.1039 1.7342
H 0.6378 3.1016 1.4575
H 3.3663 2.8362 1.2226
H 1.7832 0.1996 -1.4947
H -0.5861 -2.9562 -1.6103
H 0.7004 -1.7507 -1.3449
H -1.0917 -0.2839 -2.2010
H -2.3839 -1.2460 -1.2955
H -0.9958 -3.1072 0.6412
H 0.6024 -2.7645 0.9467
H 3.8447 1.3094 -0.4086
H -0.5745 -1.0190 1.9573
*
```

Calculated values
Kohn-Sham gap (spin up / spin down), eV: 6.5 / 7.3
Highest occupied orbital energy (spin up / spin down), Ha: -0.2095 / -0.2996
Calculated total energy, hartree: -758.44894

---

# 3
This record from OMol25 describes 2 unconnected molecules or ions with the total composition C9H11F3NO2 in a non-equilibrium geometry. The level of theory is ωB97M-V/def2-TZVPD.

The geometry in ORCA input format:
```
! RIJCOSX wB97M-V def2-TZVPD def2/J DEFGRID3
* xyz -1 1
C -0.8184 -0.8810 -1.3545
C 0.5932 1.4946 -0.8611
C 0.4763 -1.1278 -1.6162
C 1.9029 0.6235 -0.6215
C 1.7196 -0.6359 -1.0916
C -1.2736 -0.1304 -0.0471
C -0.4723 1.2479 0.2194
C 0.1353 1.4729 1.5858
C -2.7332 0.0437 0.0046
N 0.2565 2.0282 -1.9568
O 2.9273 1.0748 -0.0601
O 0.8641 -2.0791 -2.6257
F 4.9590 -0.1536 -0.0385
F -3.4382 -1.0611 0.3671
F -1.1303 2.5653 -2.0113
H -1.6573 -1.4091 -1.8100
H 2.5979 -1.3058 -1.1566
H -3.0596 0.4410 -0.9578
H -0.9498 -0.6816 0.7830
H -1.2444 2.0944 0.1169
H -0.0220 2.4543 1.9546
H 1.1570 1.1055 1.7884
H -0.3739 0.6770 2.2941
H -2.9806 0.6028 0.8970
H 4.1229 0.3597 0.1902
H 0.2604 -2.4114 -3.2158
*
```

Calculated values
Kohn-Sham gap, eV: 7.3
Highest occupied orbital energy, Ha: -0.1465
Calculated total energy, hartree: -854.29893

---

# 4
This record from OMol25 describes a gas-phase ion, C9H11N2O (charge +1) in a non-equilibrium geometry. The level of theory is ωB97M-V/def2-TZVPD.

The geometry in ORCA input format:
```
! RIJCOSX wB97M-V def2-TZVPD def2/J DEFGRID3
* xyz 1 1
C 4.0908 0.6023 0.4716
C 4.0071 -0.7618 0.3137
C 3.0549 1.4678 0.2889
C 2.7651 -1.3193 -0.0086
C 1.8755 0.8546 -0.0151
C 1.6687 -0.4980 -0.0765
C -2.4594 0.4005 1.2531
C -2.9398 0.1751 -0.3244
C -0.5690 -0.0924 -0.1520
N -1.1267 -0.0233 1.1441
N -1.6960 -0.0580 -1.0874
O 0.4315 -1.0211 -0.4334
H 5.1011 1.0512 0.5755
H 5.0166 -1.3338 0.5835
H 3.2333 2.5559 0.4792
H 2.5619 -2.3712 -0.1330
H -2.5573 1.4521 1.5326
H -3.0258 -0.2593 1.9466
H -3.4794 -0.7170 -0.5762
H -3.5038 1.0490 -0.8015
H -0.5452 -0.4526 1.8645
H -1.8048 -1.0365 -1.6324
H -1.7074 0.5640 -1.8973
*
```

Calculated values
Energy relative to the best compared isomer or geometry (same formula, charge and spin), kcal/mol: 121.8
Kohn-Sham gap (spin up / spin down), eV: 8.1 / 8.2
Highest occupied orbital energy (spin up / spin down), Ha: -0.4345 / -0.4501
Calculated total energy, hartree: -533.85820

---

# 5
This record from OMol25 describes a molecular structure, C9H11N2O11P2Pd in a non-equilibrium geometry. The level of theory is ωB97M-V/def2-TZVPD.

The geometry in ORCA input format:
```
! RIJCOSX wB97M-V def2-TZVPD def2/J DEFGRID3
* xyz -1 3
Pd 0.4728 0.6307 1.2637
O 5.7395 -0.1422 -1.8921
C 4.6173 0.0503 -1.2025
C 4.4708 -0.0285 0.1716
C 3.2226 0.1256 0.7065
N 2.1654 0.4049 -0.0246
C 2.3049 0.6313 -1.3674
C 3.5232 0.4240 -1.9693
C 1.0724 0.9880 -2.1592
O 1.2447 1.1758 -3.3189
O 0.0504 1.1309 -1.4483
C 3.0024 -0.2934 2.1599
O 3.9695 -0.7978 2.7383
O 1.8667 -0.0104 2.6866
H 6.3881 -0.7522 -1.5723
H 5.2794 -0.1715 0.8902
H 3.6591 0.4264 -3.0063
N -2.3831 0.1134 -1.2661
C -2.8929 -0.2044 0.1311
C -4.3669 -0.6591 -0.0442
P -1.7559 -1.5905 0.6787
O -2.3980 -1.8179 2.0782
O -2.0779 -2.7465 -0.1631
O -0.3551 -1.1248 0.6319
P -2.7257 1.5157 0.9371
O -3.6481 1.3098 2.1781
O -3.2454 2.5664 0.0453
O -1.2932 1.7051 1.4260
H -2.4222 -0.8226 -1.7513
H -1.2980 0.3638 -1.4159
H -2.8513 0.8967 -1.7046
H -4.4318 -1.5336 -0.6061
H -4.9826 0.1670 -0.4054
H -4.7206 -0.9273 0.9753
H -2.0046 -2.4868 2.6001
H -3.1958 1.4835 3.0186
*
```

Calculated values
Energy relative to the best compared isomer or geometry (same formula, charge and spin), kcal/mol: 13.5
Kohn-Sham gap (spin up / spin down), eV: 8.6 / 8.7
Highest occupied orbital energy (spin up / spin down), Ha: -0.2268 / -0.2426
Calculated total energy, hartree: -2097.63466

---

# 6
This record from OMol25 describes 2 unconnected molecules or ions with the total composition C9H11N2O3S in a non-equilibrium geometry. The level of theory is ωB97M-V/def2-TZVPD.

The geometry in ORCA input format:
```
! RIJCOSX wB97M-V def2-TZVPD def2/J DEFGRID3
* xyz 1 1
C 1.6879 2.3823 -0.8390
C 0.9577 3.2590 -1.5951
C 0.0358 1.0635 -1.2359
C -2.7256 -0.6440 0.0307
C -2.9982 -0.4908 -1.2574
C 1.8639 -1.4823 0.7298
C 1.5861 -0.6417 1.9550
C -0.7304 -0.1721 -1.0633
C -0.2569 -1.9979 1.4736
N 1.1916 1.1695 -0.6845
N -1.3453 -0.2834 0.3333
O -1.7537 -0.2194 -1.9263
O 0.6295 -2.3355 0.5888
O 0.1288 -1.1056 2.3358
S -0.5308 2.5344 -1.9759
H 2.7223 2.5966 -0.4096
H 1.0983 4.2704 -1.8755
H -3.3177 -0.7752 0.8995
H -3.7512 -0.5953 -2.0311
H 1.9853 -0.8354 -0.0755
H 2.5249 -2.3181 0.9241
H 1.9921 -0.7274 2.9466
H 1.4901 0.4596 1.6365
H -0.0106 -1.0542 -1.1249
H -1.0960 -2.7325 1.5968
H -1.3778 0.6755 0.6435
*
```

Calculated values
Energy relative to the best compared isomer or geometry (same formula, charge and spin), kcal/mol: 37.4
Kohn-Sham gap, eV: 9.0
Highest occupied orbital energy, Ha: -0.4549
Calculated total energy, hartree: -1082.60596